#w
{
  "formula": "C33H38Cl3FGeIrN6O3",
  "method": "the ωB97M-V functional and the def2-TZVPD basis",
  "molar_mass_g_mol": 956.9,
  "charge": 2,
  "spin_multiplicity": 2,
  "homo_lumo_gap_ev": [5.69, 5.14],
  "e_lumo_ha": [-0.1966, -0.2173],
  "s_squared": 0.7545,
  "elements": ["Ir", "C", "N", "C", "C", "C", "C", "C", "C", "C", "N", "C", "C", "C", "C", "C", "C", "N", "C", "C", "H", "H", "H", "H", "H", "H", "H", "H", "H", "H", "H", "H", "H", "H", "H", "H", "H", "H", "H", "H", "F", "C", "C", "C", "C", "O", "C", "C", "N", "C", "C", "C", "C", "C", "C", "N", "C", "C", "N", "C", "C", "C", "O", "O", "H", "H", "H", "H", "H", "H", "H", "H", "H", "H", "H", "H", "H", "H", "H", "H", "H", "H", "Cl", "Ge", "Cl", "Cl"],
  "positions_angstrom": [[0.2046, -1.8282, -2.6996], [1.9212, -1.2791, -5.2512], [1.5893, -0.7233, -3.9088], [1.0932, 0.6614, -4.1143], [2.8344, -0.7125, -3.0935], [3.8741, 0.1403, -3.4185], [4.9905, 0.2225, -2.6021], [5.0239, -0.5298, -1.4384], [4.0021, -1.4066, -1.1178], [2.9125, -1.5791, -1.9840], [1.8479, -2.4362, -1.7955], [1.6349, -3.3077, -0.7474], [2.6272, -3.9201, 0.0287], [2.2874, -4.6838, 1.1324], [0.9637, -4.8744, 1.4970], [-0.0367, -4.3467, 0.6942], [0.2880, -3.5936, -0.4192], [-0.7727, -3.1889, -1.3820], [-1.9659, -2.6042, -0.7229], [-1.2318, -4.4539, -2.0395], [2.7367, -0.6928, -5.6733], [1.0617, -1.2177, -5.9131], [2.2360, -2.3139, -5.1506], [1.8038, 1.2490, -4.6951], [0.9493, 1.1379, -3.1463], [0.1542, 0.6238, -4.6638], [3.8132, 0.7618, -4.3022], [5.8093, 0.8781, -2.8611], [5.8619, -0.4324, -0.7606], [4.0461, -1.9491, -0.1880], [3.6639, -3.8295, -0.2544], [3.0767, -5.1471, 1.7100], [0.7112, -5.4649, 2.3661], [-1.0732, -4.5512, 0.9289], [-2.4887, -3.3588, -0.1357], [-2.6362, -2.2310, -1.4937], [-1.6583, -1.7936, -0.0658], [-1.5728, -5.1372, -1.2622], [-0.4045, -4.9092, -2.5753], [-2.0519, -4.2399, -2.7196], [1.1709, 0.4068, 3.6290], [0.4321, 1.0075, 2.6702], [0.3640, 0.4384, 1.4361], [-0.4661, 1.0059, 0.4591], [-0.5360, 0.3999, -0.8607], [0.2797, -0.5306, -1.1043], [-1.4873, 0.9645, -1.7597], [-2.1514, 2.1073, -1.3871], [-2.0457, 2.6979, -0.1937], [-2.7564, 3.9381, 0.0705], [-3.9269, 3.9240, 1.0110], [-4.1428, 4.1158, -0.4602], [-1.2160, 2.1441, 0.7773], [-1.0922, 2.7360, 2.0397], [-0.2657, 2.1855, 3.0059], [-0.1314, 2.7912, 4.2567], [-1.2695, 3.2826, 4.9990], [-1.5134, 2.4253, 6.2384], [-0.2537, 2.3842, 7.0671], [0.9270, 1.8754, 6.2737], [1.0808, 2.7608, 5.0468], [-1.8688, 0.4091, -3.0952], [-2.4458, 1.0794, -3.9232], [-1.6157, -0.8688, -3.2739], [0.9312, -0.4559, 1.2099], [-2.8082, 2.5843, -2.1019], [-2.1002, 4.7995, 0.0830], [-4.0507, 4.7732, 1.6684], [-4.2182, 2.9679, 1.4251], [-4.4052, 5.0958, -0.8295], [-4.5981, 3.2959, -0.9974], [-1.6118, 3.6582, 2.2497], [-2.1714, 3.2627, 4.3920], [-1.1032, 4.3242, 5.3018], [-1.7354, 1.3939, 5.9673], [-2.3115, 2.8184, 6.8658], [-0.3978, 1.8069, 7.8971], [-0.0454, 3.3283, 7.4040], [0.6986, 0.8481, 5.9975], [1.7995, 1.8982, 6.9240], [1.9328, 2.4319, 4.4612], [1.3002, 3.7862, 5.3746], [-3.8804, -2.5372, -4.6153], [-2.1096, -1.5538, -5.3302], [-1.8811, -2.0681, -7.4425], [-0.4298, -3.0774, -4.5892]],
  "lowdin_spin": [0.017, 0.001, 0.000, 0.003, 0.000, 0.000, 0.000, 0.000, 0.000, 0.000, 0.001, 0.000, 0.000, 0.000, 0.000, 0.000, 0.000, 0.000, 0.000, 0.001, 0.000, 0.001, 0.000, 0.000, 0.000, 0.005, 0.000, 0.000, 0.000, 0.000, 0.000, 0.000, 0.000, 0.000, 0.000, 0.000, 0.000, 0.000, 0.000, 0.000, 0.000, 0.000, 0.000, 0.000, 0.000, 0.000, 0.005, 0.001, 0.000, 0.000, 0.000, 0.000, 0.000, 0.000, 0.000, 0.000, 0.000, 0.000, 0.000, 0.000, 0.000, 0.018, 0.041, 0.159, 0.000, 0.000, 0.000, 0.000, 0.000, 0.000, 0.000, 0.000, 0.000, 0.000, 0.000, 0.000, 0.000, 0.000, 0.000, 0.000, 0.000, 0.000, 0.092, 0.363, 0.229, 0.059]
}

#x
{
  "formula": "C33H38Cl3FGeIrN6O3",
  "method": "the ωB97M-V functional and the def2-TZVPD basis",
  "molar_mass_g_mol": 956.9,
  "charge": 2,
  "spin_multiplicity": 2,
  "homo_lumo_gap_ev": [5.85, 5.36],
  "e_lumo_ha": [-0.1919, -0.2105],
  "s_squared": 0.7546,
  "elements": ["Ir", "C", "N", "C", "C", "C", "C", "C", "C", "C", "N", "C", "C", "C", "C", "C", "C", "N", "C", "C", "H", "H", "H", "H", "H", "H", "H", "H", "H", "H", "H", "H", "H", "H", "H", "H", "H", "H", "H", "H", "F", "C", "C", "C", "C", "O", "C", "C", "N", "C", "C", "C", "C", "C", "C", "N", "C", "C", "N", "C", "C", "C", "O", "O", "H", "H", "H", "H", "H", "H", "H", "H", "H", "H", "H", "H", "H", "H", "H", "H", "H", "H", "Cl", "Ge", "Cl", "Cl"],
  "positions_angstrom": [[-0.1106, 0.4595, -0.1713], [-1.0556, 3.1753, 0.8857], [-1.1235, 1.7328, 1.2274], [-2.5514, 1.3182, 1.2851], [-0.4000, 1.4922, 2.4889], [-0.9686, 1.7469, 3.7226], [-0.2749, 1.4101, 4.8771], [0.9662, 0.7891, 4.7627], [1.5465, 0.5595, 3.5240], [0.8914, 0.9728, 2.3596], [1.3304, 0.7788, 1.0529], [2.6155, 0.4026, 0.6717], [3.7934, 0.6952, 1.3620], [4.9944, 0.1664, 0.9222], [5.0518, -0.6497, -0.2051], [3.8994, -0.8778, -0.9385], [2.6997, -0.3324, -0.5084], [1.4786, -0.4375, -1.3385], [1.1514, -1.8397, -1.7039], [1.7398, 0.3007, -2.6064], [-1.5030, 3.7480, 1.7005], [-1.5975, 3.3719, -0.0287], [-0.0128, 3.4646, 0.7702], [-3.1272, 1.9829, 1.9322], [-2.6070, 0.3020, 1.6654], [-2.9678, 1.3604, 0.2798], [-1.9496, 2.1999, 3.7899], [-0.7046, 1.6139, 5.8477], [1.4935, 0.4727, 5.6536], [2.4897, 0.0377, 3.4554], [3.7679, 1.3523, 2.2196], [5.9021, 0.4011, 1.4619], [5.9902, -1.0792, -0.5253], [3.9450, -1.4639, -1.8476], [1.9430, -2.2801, -2.3124], [0.2332, -1.8533, -2.2822], [1.0321, -2.4221, -0.7913], [2.5957, -0.1515, -3.1091], [1.9622, 1.3392, -2.3827], [0.8765, 0.2422, -3.2613], [-0.9730, -2.5384, 5.9153], [-1.4821, -2.9671, 4.7383], [-1.1418, -2.3158, 3.5933], [-1.6189, -2.7933, 2.3645], [-1.3074, -2.0671, 1.1396], [-0.4902, -1.1252, 1.2125], [-1.9728, -2.5172, -0.0364], [-2.6958, -3.6816, 0.0068], [-2.8765, -4.4165, 1.1089], [-3.6356, -5.6540, 1.0171], [-2.9537, -6.9362, 1.3843], [-3.2576, -6.6306, -0.0511], [-2.4080, -3.9460, 2.3369], [-2.7630, -4.5829, 3.5307], [-2.3208, -4.0999, 4.7501], [-2.7175, -4.7148, 5.9437], [-2.6709, -6.1503, 6.1149], [-1.5590, -6.5372, 7.0843], [-1.7861, -5.8194, 8.3917], [-1.8288, -4.3211, 8.2021], [-2.9184, -4.0038, 7.1899], [-1.9921, -1.7616, -1.3103], [-2.3254, -2.2559, -2.3650], [-1.7093, -0.4707, -1.2063], [-0.4923, -1.4465, 3.6231], [-3.1586, -4.0538, -0.8984], [-4.6861, -5.5353, 1.2511], [-3.5401, -7.6911, 1.8894], [-1.9181, -6.8786, 1.6924], [-4.0574, -7.1659, -0.5408], [-2.4225, -6.3831, -0.6920], [-3.4263, -5.4348, 3.5054], [-2.4854, -6.6479, 5.1662], [-3.6325, -6.5141, 6.4981], [-0.5880, -6.2124, 6.7134], [-1.5339, -7.6069, 7.2847], [-1.0649, -6.0735, 9.0680], [-2.6800, -6.1259, 8.7850], [-0.8503, -4.0166, 7.8377], [-2.0168, -3.8641, 9.1721], [-2.9603, -2.9318, 7.0289], [-3.8899, -4.3040, 7.6048], [-1.5442, 1.4707, -5.0412], [-1.9693, 0.4960, -3.1450], [-0.6325, 1.9982, -1.8632], [-3.9451, 1.1092, -2.5869]],
  "lowdin_spin": [0.018, 0.001, 0.001, 0.000, 0.000, 0.000, 0.000, 0.000, 0.000, 0.000, 0.001, 0.000, 0.000, 0.000, 0.000, 0.000, 0.000, 0.000, 0.002, 0.005, 0.000, 0.001, 0.000, 0.000, 0.000, 0.000, 0.000, 0.000, 0.000, 0.000, 0.000, 0.000, 0.000, 0.000, 0.000, 0.002, 0.000, 0.000, 0.000, 0.006, 0.000, 0.000, 0.000, 0.000, 0.000, 0.001, 0.006, 0.001, 0.000, 0.000, 0.000, 0.000, 0.000, 0.000, 0.000, 0.000, 0.000, 0.000, 0.000, 0.000, 0.000, 0.016, 0.051, 0.162, 0.000, 0.000, 0.000, 0.000, 0.000, 0.000, 0.000, 0.000, 0.000, 0.000, 0.000, 0.000, 0.000, 0.000, 0.000, 0.000, 0.000, 0.000, 0.230, 0.360, 0.052, 0.084]
}

Which structure is most stable? #w, by 10.3 kcal/mol over the runner-up.

#w
{
  "formula": "C6H13O2",
  "method": "the ωB97M-V functional and the def2-TZVPD basis",
  "molar_mass_g_mol": 117.2,
  "charge": -1,
  "homo_lumo_gap_ev": 6.68,
  "e_lumo_ha": 0.1248,
  "elements": ["C", "C", "C", "H", "H", "H", "H", "H", "H", "H", "H", "C", "C", "C", "O", "O", "H", "H", "H", "H", "H"],
  "positions_angstrom": [[0.6299, 1.9383, 1.9154], [-0.6143, 2.3047, 1.0363], [1.8194, 1.4170, 0.9257], [0.9562, 2.8452, 2.3707], [0.4676, 1.2901, 2.7930], [-0.4573, 2.4645, -0.1109], [-1.1355, 3.2258, 1.3617], [1.6270, 0.3858, 0.6100], [2.0123, 2.0197, 0.0468], [-1.2033, 1.3997, 1.0574], [2.7297, 1.3114, 1.3769], [-0.3533, -1.6232, -0.9809], [-1.6415, -2.3270, -0.7623], [0.2342, -2.0633, -2.5095], [-0.2638, -1.5735, -3.5135], [1.1281, -2.8192, -2.3148], [-0.5189, -0.5405, -0.9802], [0.4816, -1.8454, -0.2817], [-1.6022, -3.3660, -0.3317], [-2.0751, -2.6166, -1.6912], [-2.2208, -1.8276, -0.0172]],
  "lowdin_charge": [-0.256, -0.139, -0.089, 0.054, 0.092, 0.099, 0.054, 0.059, 0.062, 0.043, 0.008, -0.208, -0.171, -0.810, -0.069, -0.043, 0.066, 0.079, 0.074, 0.055, 0.036]
}

#x
{
  "formula": "C6H13O2",
  "method": "the ωB97M-V functional and the def2-TZVPD basis",
  "molar_mass_g_mol": 117.2,
  "charge": -1,
  "homo_lumo_gap_ev": 6.75,
  "e_lumo_ha": 0.1286,
  "elements": ["C", "O", "C", "C", "C", "C", "C", "H", "H", "H", "H", "H", "H", "H", "H", "H", "H", "H", "H", "H", "O"],
  "positions_angstrom": [[-1.0131, -2.0892, 0.2828], [-0.2770, -2.7222, 1.2493], [-0.0931, -1.3964, -0.7409], [0.4710, -0.0594, -0.2074], [0.6091, 0.9719, -1.3349], [-0.0692, 3.5163, -0.9793], [0.6615, 2.4189, -0.8374], [-1.7855, -1.4656, 0.8226], [-1.7188, -2.8395, -0.1678], [0.7038, -2.1513, -0.7142], [-0.3823, -1.3610, -1.7944], [-0.2861, 0.3313, 0.4789], [1.3066, -0.1382, 0.4871], [1.4963, 0.9244, -1.9844], [-0.1647, 0.8566, -2.0996], [-1.1429, 3.5829, -1.1329], [0.3438, 4.4868, -0.7157], [1.7167, 2.6176, -0.6270], [-0.2763, -2.1198, 2.5116], [0.3280, -1.8073, 4.0417], [-0.4278, -1.5569, 3.4619]],
  "lowdin_charge": [-0.459, -0.323, -0.202, -0.200, -0.224, -0.032, -0.196, 0.100, 0.080, 0.094, 0.087, 0.105, 0.113, 0.104, 0.097, 0.044, 0.036, 0.089, -0.018, -0.025, -0.270]
}

Which structure is most stable? #w, by 30.3 kcal/mol over the runner-up.

#w
{
  "formula": "CH9NO5",
  "method": "the ωB97M-V functional and the def2-TZVPD basis",
  "smiles": "NC(=O)O.O.O.O",
  "molar_mass_g_mol": 115.1,
  "homo_lumo_gap_ev": 10.84,
  "e_lumo_ha": 0.0038,
  "elements": ["N", "C", "O", "O", "H", "H", "H", "O", "H", "H", "O", "H", "H", "O", "H", "H"],
  "positions_angstrom": [[-2.1760, -0.7886, -0.1174], [-1.7362, -1.7579, -1.0048], [-0.7523, -1.6078, -1.7173], [-2.2312, -2.9735, -0.6701], [-2.8816, -1.0745, 0.5248], [-1.3598, -0.4253, 0.4475], [-1.6442, -3.5032, -1.2944], [3.1912, 1.2612, 1.4337], [3.2145, 2.1469, 0.9899], [2.6120, 0.6703, 0.8230], [1.2247, 0.0433, -0.0649], [0.9749, -0.6159, -0.6221], [1.2909, 0.7162, -0.8106], [0.2683, 2.9068, 0.8642], [0.6278, 2.0672, 0.6354], [-0.6230, 2.9346, 0.5832]],
  "lowdin_charge": [0.144, -0.624, 0.055, 0.093, 0.085, 0.127, 0.155, -0.124, 0.044, 0.019, -0.028, -0.027, 0.119, -0.019, -0.033, 0.015]
}

#x
{
  "formula": "CH9NO5",
  "method": "the ωB97M-V functional and the def2-TZVPD basis",
  "smiles": "NC(=O)O.O.O.O",
  "molar_mass_g_mol": 115.1,
  "homo_lumo_gap_ev": 10.11,
  "e_lumo_ha": 0.0056,
  "elements": ["N", "C", "O", "O", "H", "H", "H", "O", "H", "H", "O", "H", "H", "O", "H", "H"],
  "positions_angstrom": [[-0.1976, 0.2275, -2.1893], [-0.4532, 1.2726, -1.3680], [-1.1031, 2.2580, -1.5722], [0.2407, 1.0376, -0.2041], [0.2701, -0.5616, -1.7793], [-0.3386, 0.2704, -3.1829], [-0.1847, 1.4657, 0.5521], [-1.7185, 1.1850, 1.9929], [-2.5347, 0.7960, 1.6582], [-1.1276, 0.4094, 2.0621], [0.1565, -0.9323, 1.9859], [0.4520, -1.5904, 1.3441], [0.3107, -1.3364, 2.8535], [1.8067, -1.4857, -0.8777], [2.3668, -2.2654, -0.9680], [2.0545, -0.7506, -0.3072]],
  "lowdin_charge": [0.175, -0.654, 0.091, 0.047, 0.056, 0.112, 0.080, -0.064, 0.050, -0.006, -0.048, 0.043, 0.069, -0.055, 0.059, 0.046]
}

Which structure is most stable? #x, by 23.6 kcal/mol over the runner-up.